# C89H196ClF4N11O8S4

A cluster of 12 separate species, C89H196ClF4N11O8S4 in total in a non-equilibrium geometry (wB97M-V/def2-TZVPD, the OMol25 dataset).

Last column: Mulliken charge in e.
Atoms and positions in Å:
C -32.173 -4.501 19.531  -0.461
C -31.548 -5.592 20.317  -0.544
C -32.484 -6.562 21.076  -0.288
C -31.697 -7.547 21.954  -1.159
N -32.449 -8.264 23.050  0.463
C -33.610 -9.174 22.571  -0.567
C -33.650 -10.248 23.610  -0.692
C -32.265 -10.472 24.157  -0.707
C -31.476 -9.183 23.763  -0.589
C -32.952 -7.210 24.091  -0.914
H -31.335 -3.969 19.080  -0.026
H -32.662 -3.817 20.226  -0.154
H -32.856 -4.905 18.784  0.522
H -30.783 -5.219 20.997  0.010
H -30.942 -6.125 19.585  0.564
H -33.047 -7.150 20.351  0.509
H -33.184 -5.897 21.582  0.216
H -30.866 -7.104 22.504  0.312
H -31.337 -8.339 21.298  0.480
H -34.494 -8.537 22.615  0.321
H -33.366 -9.487 21.556  0.487
H -34.290 -9.816 24.380  0.329
H -34.175 -11.096 23.171  0.466
H -32.263 -10.560 25.244  0.327
H -31.866 -11.425 23.811  0.348
H -30.815 -8.730 24.501  0.382
H -30.826 -9.553 22.970  0.394
H -32.157 -6.677 24.612  0.084
H -33.477 -7.740 24.886  0.504
H -33.542 -6.505 23.505  0.413
C -29.967 -4.278 24.245  0.167
C -28.796 -5.266 24.243  -0.599
C -27.613 -4.625 25.071  -1.242
C -26.948 -3.398 24.410  0.514
N -26.194 -2.527 25.399  0.321
C -27.076 -1.725 26.394  -1.103
C -27.620 -0.527 25.572  0.488
C -26.613 -0.251 24.499  -0.287
C -25.521 -1.380 24.649  0.125
C -25.065 -3.407 26.036  -0.954
H -30.839 -4.771 23.815  -0.051
H -29.834 -3.550 23.446  -0.590
H -30.125 -3.854 25.237  0.488
H -28.391 -5.413 23.242  0.422
H -29.101 -6.243 24.617  0.166
H -26.885 -5.420 25.229  0.478
H -27.914 -4.338 26.078  0.492
H -27.706 -2.740 23.986  -0.233
H -26.271 -3.861 23.693  0.020
H -26.407 -1.282 27.132  0.469
H -27.875 -2.267 26.900  0.448
H -27.823 0.359 26.173  0.276
H -28.622 -0.824 25.265  -0.449
H -26.239 0.771 24.561  0.690
H -27.129 -0.375 23.548  -0.218
H -24.726 -1.010 25.296  0.594
H -25.051 -1.641 23.701  -0.667
H -24.567 -4.025 25.289  0.286
H -25.663 -4.010 26.719  0.459
H -24.357 -2.904 26.695  0.395
C -29.333 0.940 12.412  -1.093
C -29.617 2.354 13.038  -0.965
C -30.667 2.353 14.205  0.817
C -30.994 3.809 14.605  -0.936
N -32.100 3.831 15.749  0.195
C -32.358 5.322 16.271  -0.646
C -31.313 5.539 17.318  -0.811
C -30.702 4.206 17.770  1.432
C -31.709 3.157 17.116  -0.184
C -33.424 3.143 15.370  -1.037
H -29.084 0.221 13.193  0.068
H -28.415 1.099 11.847  0.333
H -30.168 0.573 11.816  0.418
H -30.051 2.865 12.179  0.448
H -28.706 2.876 13.333  0.421
H -30.332 1.769 15.062  -0.721
H -31.587 2.018 13.726  0.743
H -31.525 4.323 13.803  0.512
H -30.131 4.296 15.058  0.199
H -33.312 5.171 16.777  0.306
H -32.369 6.013 15.428  0.372
H -31.772 6.011 18.186  0.571
H -30.543 6.249 17.017  0.251
H -30.714 4.107 18.856  -0.096
H -29.668 4.037 17.469  -0.721
H -32.614 3.175 17.723  -0.031
H -31.446 2.103 17.023  0.095
H -33.786 3.740 14.533  0.386
H -34.158 3.224 16.172  0.492
H -33.191 2.088 15.223  0.232
C -21.841 4.673 18.795  -1.145
C -23.410 4.463 18.742  0.446
C -24.045 5.757 18.445  -0.706
C -25.568 5.534 18.402  -0.723
N -26.315 6.850 18.381  0.679
C -26.351 7.539 19.749  -0.857
C -27.533 6.811 20.467  -0.897
C -28.276 5.948 19.452  0.961
C -27.797 6.457 18.119  -1.690
C -25.836 7.719 17.204  -0.869
H -21.477 4.897 17.792  0.272
H -21.268 3.797 19.098  0.079
H -21.572 5.520 19.425  0.473
H -23.832 3.986 19.627  0.501
H -23.711 3.819 17.916  -0.383
H -23.674 6.215 17.528  0.537
H -23.786 6.409 19.279  0.315
H -25.966 4.781 19.081  -0.236
H -25.765 5.200 17.383  0.226
H -26.636 8.587 19.665  0.421
H -25.452 7.657 20.354  0.286
H -28.218 7.563 20.860  0.620
H -27.292 6.230 21.358  0.332
H -29.360 6.026 19.536  0.874
H -28.068 4.881 19.535  -0.799
H -28.356 7.361 17.877  0.562
H -28.034 5.782 17.297  0.621
H -24.937 8.261 17.497  0.373
H -26.753 8.275 17.005  0.324
H -25.607 7.077 16.353  0.386
C -31.990 -0.818 15.552  -0.923
C -32.853 -1.481 16.703  -0.878
C -33.667 -0.488 17.586  1.208
C -34.507 -1.232 18.689  -0.956
N -35.434 -0.198 19.423  0.549
C -36.451 0.377 18.452  -0.491
C -37.621 -0.625 18.332  -0.768
C -37.719 -1.036 19.741  -0.657
C -36.362 -0.854 20.493  -0.287
C -34.543 0.881 20.071  -1.405
H -32.556 -0.227 14.831  0.506
H -31.436 -1.588 15.015  0.532
H -31.278 -0.225 16.126  -0.139
H -32.101 -2.157 17.110  -0.321
H -33.565 -2.110 16.167  0.714
H -34.226 0.048 16.818  0.089
H -32.861 0.058 18.075  -0.423
H -33.879 -1.672 19.463  0.227
H -35.249 -1.889 18.236  0.443
H -36.882 1.289 18.864  0.603
H -36.018 0.653 17.491  0.114
H -38.476 -0.017 18.036  0.398
H -37.472 -1.382 17.562  0.325
H -38.483 -0.420 20.216  0.348
H -38.048 -2.075 19.736  0.322
H -36.616 -0.167 21.299  0.267
H -35.908 -1.807 20.765  0.265
H -35.080 1.479 20.807  0.939
H -34.129 1.536 19.304  0.056
H -33.768 0.299 20.571  0.408
C -19.383 1.386 10.897  -0.980
C -20.441 2.179 9.999  -0.881
C -21.348 3.183 10.707  -0.607
C -22.069 2.505 11.884  -1.099
N -23.292 3.288 12.458  0.656
C -22.864 4.633 13.224  -0.947
C -22.349 4.156 14.601  -0.472
C -23.182 2.975 14.920  2.027
C -23.912 2.494 13.635  -1.084
C -24.355 3.635 11.381  -0.977
C -24.882 2.433 10.621  0.160
C -26.011 2.778 9.614  -1.466
H -18.680 0.684 10.448  0.413
H -19.885 0.933 11.752  0.137
H -18.671 2.094 11.321  0.323
H -20.959 1.540 9.284  0.383
H -19.838 2.812 9.349  0.445
H -21.991 3.664 9.970  0.241
H -20.762 4.064 10.968  0.403
H -21.516 2.209 12.775  0.799
H -22.448 1.567 11.477  0.414
H -23.810 5.157 13.367  0.408
H -22.160 5.276 12.697  0.523
H -22.534 4.952 15.321  0.281
H -21.268 4.020 14.556  0.453
H -23.937 3.260 15.652  -1.245
H -22.635 2.210 15.472  -0.474
H -24.985 2.682 13.674  0.199
H -23.796 1.440 13.381  0.371
H -23.898 4.297 10.644  0.510
H -25.121 4.171 11.941  0.628
H -25.429 1.815 11.332  0.075
H -24.123 1.901 10.047  0.244
H -26.755 3.360 10.158  0.324
H -26.504 1.868 9.271  0.370
H -25.817 3.466 8.791  0.388
C -21.891 -1.794 15.595  -1.556
C -23.072 -1.386 16.373  -0.534
C -22.841 -0.273 17.420  1.237
C -22.496 -0.887 18.814  -0.415
N -22.084 0.119 19.980  1.195
C -21.660 -0.694 21.221  -0.688
C -22.554 -0.291 22.416  0.489
C -23.069 1.079 22.038  -0.555
C -23.343 0.859 20.564  0.972
C -20.933 1.100 19.601  -0.752
C -19.689 0.447 19.057  -0.366
C -18.563 1.543 18.986  -1.367
H -21.089 -2.001 16.302  0.326
H -21.460 -1.022 14.956  0.292
H -22.059 -2.654 14.946  0.441
H -23.418 -2.299 16.858  0.249
H -23.858 -1.127 15.664  0.384
H -23.762 0.310 17.418  -1.254
H -22.083 0.435 17.084  0.159
H -21.562 -1.442 18.730  0.605
H -23.213 -1.604 19.212  -0.132
H -20.584 -0.692 21.394  0.336
H -21.930 -1.708 20.926  0.415
H -21.989 -0.146 23.337  0.661
H -23.336 -1.035 22.569  -1.060
H -22.197 1.725 22.145  0.349
H -23.953 1.355 22.613  0.457
H -23.513 1.792 20.026  -0.491
H -24.141 0.146 20.353  -0.895
H -20.719 1.680 20.498  1.002
H -21.412 1.631 18.778  -0.182
H -19.922 0.024 18.079  0.089
H -19.518 -0.451 19.651  0.429
H -17.579 1.090 18.866  0.389
H -18.509 2.062 19.943  0.369
H -18.549 2.366 18.272  0.320
C -29.885 2.394 27.268  -1.382
C -30.819 1.396 26.561  -0.718
C -30.955 1.787 25.090  0.811
C -31.953 2.956 24.852  -1.327
N -31.816 3.882 23.575  0.721
C -31.744 2.971 22.231  -0.541
C -30.287 3.115 21.625  1.237
C -29.894 4.477 22.140  0.293
C -30.405 4.594 23.561  -1.314
C -32.899 4.983 23.644  -0.766
C -34.332 4.379 23.539  0.279
C -35.452 5.461 23.450  -1.527
H -30.230 3.426 27.212  0.351
H -28.898 2.497 26.819  0.285
H -29.735 2.171 28.325  0.425
H -31.824 1.286 26.968  0.612
H -30.414 0.389 26.657  0.275
H -31.263 0.859 24.609  -0.462
H -29.986 2.085 24.688  0.150
H -31.906 3.650 25.692  0.529
H -32.920 2.453 24.877  0.342
H -32.449 3.521 21.607  0.425
H -32.070 1.953 22.445  -0.068
H -30.190 2.996 20.546  -0.701
H -29.624 2.354 22.037  -0.032
H -30.379 5.238 21.529  0.101
H -28.811 4.529 22.247  -0.017
H -30.473 5.661 23.775  0.476
H -29.802 4.218 24.388  0.314
H -32.690 5.536 22.728  0.413
H -32.653 5.576 24.525  0.443
H -34.554 3.886 24.486  0.306
H -34.500 3.682 22.719  -0.154
H -35.664 6.033 24.354  0.369
H -36.324 4.945 23.050  0.405
H -35.188 6.112 22.616  0.381
C -28.589 -3.269 15.263  -1.260
C -28.935 -3.268 16.754  -0.416
C -28.236 -2.181 17.656  -0.359
C -28.682 -0.719 17.393  0.108
N -28.035 0.292 18.447  1.046
C -28.491 1.741 18.227  1.346
C -27.633 2.117 17.001  0.486
C -26.346 1.379 17.097  -0.044
C -26.541 0.484 18.321  -0.176
C -28.408 -0.125 19.930  -0.810
C -29.866 -0.368 20.230  0.888
C -30.059 -1.079 21.587  -1.267
H -29.277 -3.979 14.804  0.430
H -27.511 -3.283 15.103  0.352
H -28.872 -2.281 14.901  0.028
H -28.622 -4.250 17.109  0.622
H -30.018 -3.198 16.848  -0.044
H -27.147 -2.216 17.683  0.169
H -28.710 -2.480 18.591  -0.177
H -29.771 -0.718 17.436  -0.679
H -28.213 -0.331 16.488  1.249
H -28.177 2.354 19.072  -0.511
H -29.579 1.761 18.165  -0.683
H -27.438 3.168 17.213  -0.474
H -28.060 2.104 15.998  -0.371
H -25.431 1.930 17.313  -0.438
H -26.149 0.707 16.262  0.490
H -26.237 1.047 19.204  -0.395
H -26.060 -0.489 18.217  0.773
H -28.074 0.749 20.491  0.209
H -27.847 -0.975 20.319  0.336
H -30.281 -1.066 19.502  -0.147
H -30.330 0.561 19.899  -0.127
H -31.063 -1.150 22.005  -0.084
H -29.589 -0.482 22.368  0.255
H -29.761 -2.127 21.610  0.359
N -34.338 -1.871 23.255  0.235
S -33.190 -2.497 24.021  0.444
O -33.530 -3.644 24.856  -0.581
O -32.063 -1.649 24.397  -0.342
F -32.684 -3.261 22.647  -0.129
S -34.765 -0.779 24.461  0.813
O -34.348 0.559 24.130  -0.424
O -34.937 -1.101 25.868  -0.592
F -36.289 -0.648 24.127  -0.322
N -23.372 -3.616 20.546  -0.126
S -23.210 -4.483 21.726  0.861
O -23.473 -5.928 21.640  -0.612
O -23.269 -3.775 23.022  -0.534
F -21.587 -4.505 21.617  -0.344
S -25.095 -3.632 20.588  1.052
O -25.666 -2.327 20.513  -0.276
O -25.854 -4.664 21.331  -0.535
F -25.352 -4.124 19.001  -0.480
Cl -26.602 3.115 21.414  -0.626

Cartesian forces, eV/Å:
C -0.3 0.7 0.5
C 1.2 -1.8 0.2
C 0.2 0.5 -0.3
C -0.5 0.0 0.1
N 0.1 1.2 1.6
C 1.1 1.5 0.1
C -1.5 0.2 0.1
C 0.2 0.4 1.0
C 0.3 -2.2 -1.6
C -0.1 -0.8 -0.9
H -0.2 0.2 -0.4
H -0.4 0.2 -0.2
H 0.0 0.3 -0.1
H -0.2 0.3 0.3
H 0.0 -0.6 0.1
H -0.2 0.1 0.0
H -0.1 -0.3 0.5
H 0.1 0.3 -0.4
H 0.3 0.0 0.1
H 0.0 -0.2 -0.5
H 0.0 0.0 0.1
H -0.1 -0.5 0.3
H 0.2 -0.3 0.4
H -0.3 -0.1 0.0
H 0.5 0.4 -0.3
H -0.7 0.3 0.1
H 0.3 0.4 -0.1
H 0.4 -0.2 -0.6
H -0.4 0.1 -0.4
H -0.3 -0.1 0.6
C 0.1 -0.9 -1.3
C 0.9 1.7 0.6
C -0.3 -0.7 0.3
C -0.9 -0.9 0.7
N 1.9 0.4 -0.3
C 0.5 0.9 -0.3
C -1.0 -0.9 1.2
C 0.3 -1.1 -0.9
C -0.5 1.5 0.2
C -1.9 -0.2 0.9
H -0.5 -0.1 0.7
H 0.4 0.7 0.5
H -0.4 0.1 -0.3
H -0.2 -0.1 -0.2
H 0.3 0.1 0.3
H 0.3 0.2 -0.1
H -0.5 -0.1 0.1
H 0.1 -0.1 -0.4
H 0.3 1.0 -0.3
H 0.3 -0.6 0.1
H 0.4 -0.5 -0.3
H 0.3 -0.2 0.4
H 0.0 0.1 -0.8
H 0.4 -0.3 -0.1
H 0.3 0.2 -0.3
H 0.0 -0.2 0.1
H -0.3 -0.7 0.2
H -0.2 0.3 -0.2
H 0.4 -0.5 -0.1
H -0.2 0.7 -0.5
C 0.6 1.1 1.3
C -1.0 -1.0 -0.2
C 0.2 1.5 -1.5
C -1.3 -1.5 1.6
N -0.3 -0.3 2.0
C -0.2 -2.4 -0.6
C 1.1 1.0 0.9
C -1.2 -1.5 -0.7
C 1.0 1.8 -0.3
C 1.1 1.1 -0.3
H -0.1 -0.2 0.0
H -0.3 -0.4 -0.5
H 0.2 0.1 0.0
H 0.0 0.7 0.3
H 0.1 -0.1 0.0
H -0.2 -0.2 -0.1
H 0.0 -0.8 0.4
H 0.6 0.3 -0.1
H -0.2 0.4 -0.4
H -0.2 0.6 -0.5
H -0.2 -0.1 0.2
H -0.1 0.1 -0.1
H 0.0 -0.1 -0.2
H -0.1 0.0 -0.1
H -0.1 0.1 -0.3
H -0.1 0.1 -0.2
H 0.4 0.2 -0.4
H -0.2 -0.8 -0.4
H 0.3 0.2 0.2
H -0.2 0.2 -0.5
C -0.9 -0.5 -0.4
C 2.1 -0.9 -0.4
C -1.4 0.8 1.4
C 1.1 0.9 -1.6
N -0.6 -0.7 -0.6
C -1.7 0.0 0.5
C -0.2 0.2 0.9
C 0.0 -0.4 -0.2
C -0.4 1.1 0.7
C -0.7 -0.7 1.1
H -0.1 0.2 -0.1
H -0.3 0.1 0.3
H -0.1 -0.1 0.1
H 0.1 0.3 0.3
H 0.4 -0.6 -0.2
H 0.0 -0.1 0.0
H -0.1 0.4 0.0
H 0.1 0.5 0.6
H -0.1 -0.5 -0.1
H -0.2 0.0 -0.9
H 0.5 -1.1 -0.6
H 0.0 0.2 -0.2
H 0.6 -0.1 -0.3
H 0.0 0.3 0.0
H 0.3 -0.1 0.4
H 0.3 0.4 0.1
H 1.1 -0.2 -0.2
H -0.4 0.3 -0.1
H 0.8 0.8 -0.3
H -0.1 -0.1 0.1
C -0.7 -0.1 1.6
C -0.2 -0.4 -2.2
C 1.6 -2.2 0.2
C -1.1 2.1 -0.6
N 0.2 1.0 0.4
C -0.4 0.2 -0.9
C 1.4 1.9 -1.2
C -0.7 -1.7 1.3
C -0.8 -0.3 -1.6
C -0.5 -1.0 -0.3
H 0.0 0.1 0.1
H -0.1 0.0 0.0
H 0.3 0.5 -0.6
H -0.5 0.0 1.1
H -0.1 -0.3 0.2
H -0.2 0.4 0.7
H -0.4 0.9 0.1
H -0.1 -0.3 -0.2
H 0.5 -0.5 0.1
H 0.4 0.0 0.4
H 0.3 -0.1 0.2
H -0.1 -0.3 -0.2
H 0.1 -0.2 0.3
H 0.1 -0.3 0.2
H -0.1 0.0 0.7
H 1.1 -0.1 0.2
H 0.0 0.4 0.5
H -0.2 -0.3 -0.1
H 0.0 -0.2 0.0
H 0.1 0.3 0.1
C -0.8 1.3 0.2
C 2.1 -0.4 -0.4
C 0.5 0.2 0.7
C -1.1 0.6 -0.3
N 0.1 1.1 0.6
C -0.3 -1.2 0.1
C 0.5 1.6 -1.3
C -1.1 -1.4 0.7
C 0.9 0.0 -0.7
C 0.9 -0.3 -0.1
C -1.1 0.1 -0.4
C -0.4 1.0 0.8
H -0.8 -0.2 -0.6
H 0.1 -0.4 -0.1
H -0.2 0.4 0.2
H -0.3 -0.2 0.4
H 0.1 -0.1 -0.2
H -0.6 -0.7 0.0
H 0.3 -0.2 0.7
H 0.5 0.4 -0.3
H -0.4 0.0 0.2
H 0.0 0.1 -0.2
H -0.2 -0.4 -0.4
H 0.2 0.1 0.0
H -0.1 -0.4 0.1
H -0.3 0.1 -0.1
H 0.2 -0.3 -0.5
H 0.1 0.3 -0.1
H 0.1 0.0 0.2
H 0.1 0.3 0.4
H -0.1 0.0 -0.2
H 0.5 -0.7 0.1
H 0.2 -0.1 0.5
H -0.4 -0.2 0.3
H 0.2 0.1 -0.2
H 0.7 -0.5 -0.2
C 1.9 0.0 -0.4
C -0.9 -0.1 0.3
C -0.5 -0.3 0.6
C 1.6 1.3 0.1
N -0.5 0.2 0.9
C -0.8 -1.5 -0.3
C 0.8 0.2 0.2
C 0.1 -1.1 -0.8
C 0.6 0.4 -1.1
C -1.8 -0.9 -0.7
C -0.1 0.6 -0.6
C 0.6 -0.9 1.0
H 0.2 -0.5 -0.1
H -0.3 0.3 -0.1
H 0.0 -0.1 0.3
H -0.3 0.1 0.3
H -0.3 0.4 0.2
H -0.2 0.1 0.6
H 0.3 -0.2 0.0
H -0.1 -0.2 -0.3
H -0.3 0.5 0.0
H -0.2 0.5 -0.1
H 0.4 -0.2 0.4
H 0.1 -0.7 0.0
H 0.1 0.0 -0.1
H -0.5 0.7 0.2
H 0.2 0.5 -0.2
H 0.0 -0.1 -0.3
H -0.2 0.1 0.3
H -0.2 0.2 -0.2
H 0.2 0.8 0.4
H 0.2 0.2 -0.3
H 1.0 0.3 0.3
H -0.1 -0.2 0.0
H 0.0 -0.1 0.3
H -0.9 -0.4 -0.5
C -0.4 0.2 0.5
C 0.6 0.8 0.0
C 0.2 0.2 -0.9
C 0.1 -0.4 0.2
N 1.9 -1.7 0.6
C 0.2 1.6 0.4
C -1.1 -0.6 1.6
C 0.7 -0.5 0.7
C -1.3 0.2 0.1
C -0.3 -1.9 -1.8
C -0.3 1.3 1.9
C 0.8 -0.5 -1.4
H -0.5 0.0 0.2
H 0.2 -0.6 -0.3
H -0.1 0.0 0.0
H 0.0 0.4 0.4
H 0.1 0.0 -0.3
H -0.3 0.3 -0.6
H 0.3 -0.2 0.0
H 0.0 0.1 -0.1
H -0.3 0.6 -0.5
H -0.2 -0.4 -0.3
H -0.1 0.2 0.2
H -0.5 0.1 -0.1
H 0.0 0.0 0.2
H 0.4 0.3 0.0
H 0.1 0.5 -0.8
H -0.7 0.0 0.2
H 0.1 -0.6 -0.5
H -0.1 0.5 0.1
H -0.4 -0.1 0.0
H 0.2 -0.6 -0.2
H 0.6 0.0 0.0
H 0.1 -0.2 -0.1
H -0.3 0.1 0.6
H 0.0 0.6 0.2
C -0.7 1.6 0.9
C 1.3 0.4 -0.5
C -1.4 0.0 -0.1
C 2.0 -0.1 0.7
N -1.7 -0.9 1.9
C 0.2 -1.8 -1.0
C -0.8 2.6 0.2
C 0.9 -2.0 0.6
C -0.4 -0.7 -0.1
C 0.8 0.4 0.1
C -0.3 -1.1 -1.6
C -0.5 1.4 0.7
H 0.9 -0.3 -0.5
H -0.2 -0.9 -0.3
H -0.2 0.2 -0.5
H -0.2 0.1 0.5
H -0.1 0.1 0.3
H -0.1 -0.6 0.1
H 0.8 0.3 0.7
H 0.2 0.8 -0.1
H -0.7 -0.2 -0.4
H 0.2 -0.3 0.3
H 0.1 0.0 -0.4
H 0.1 0.4 -0.4
H -0.4 -0.4 0.2
H -0.2 0.5 -0.4
H 0.0 0.3 -0.4
H 0.0 -0.4 0.3
H 0.1 0.1 0.4
H 0.2 0.0 0.2
H 0.5 -0.1 -0.8
H 0.1 -0.3 -0.3
H -0.9 0.3 1.3
H -0.5 0.3 -0.7
H 0.6 -0.3 0.2
H 0.7 0.2 -0.4
N -2.3 3.3 2.0
S 4.0 -5.6 0.5
O 0.8 2.0 -0.9
O -1.3 -0.7 -0.4
F 0.7 0.1 0.3
S -4.2 2.6 1.5
O 1.3 -0.3 -0.3
O 2.1 -0.7 -2.0
F -0.7 -0.5 -1.3
N -5.9 3.0 -4.1
S 7.2 -7.1 8.1
O -0.5 3.4 0.2
O -1.7 -0.7 -1.5
F -0.5 0.2 -0.4
S -2.0 -2.6 -3.3
O 0.3 1.1 0.5
O 2.1 2.7 -1.2
F 0.6 0.5 1.7
Cl -0.2 -0.1 -0.7

Computed properties:
Net charge: +6
Total energy: -7162.86474 hartree